ORCA calculation (ωB97M-V/def2-TZVPD) on a 8-piece molecular cluster, C5H27N2O8 overall in a non-equilibrium geometry.

Properties
energy relative to the best compared isomer or geometry (same formula, charge and spin) = 2.163 eV
spin multiplicity = 2
net charge = +2
expectation value of S² = 0.761
HOMO-LUMO gap (alpha / beta) = 9.2217 / 4.4024 eV
LUMO level (alpha / beta) = -7.56 / -12.37 eV

Structure (XYZ):
```
42
C5H27N2O8 | OMol25 | ωB97M-V/def2-TZVPD
C 1.825 0.368 3.460
O 2.604 0.000 2.333
C 0.309 0.395 3.129
C 0.000 0.558 1.651
C -1.550 0.516 1.436
N -2.024 -2.276 1.004
C -1.752 -1.503 0.010
N -1.757 -0.165 0.183
H 2.170 1.310 3.886
H 1.890 -0.397 4.238
H 3.498 -0.117 2.638
H -0.074 1.181 3.781
H -0.160 -0.541 3.446
H 0.432 1.466 1.256
H 0.598 -0.116 1.059
H -2.202 0.152 2.229
H -1.933 1.515 1.241
H -1.726 -2.094 1.964
H -1.974 -3.276 0.828
H -1.774 -1.955 -0.975
H -1.653 0.442 -0.650
H 1.289 -0.608 -1.034
H 0.958 -2.069 -0.947
O 0.523 -1.211 -1.103
H -2.645 2.318 -1.867
H -3.683 1.136 -1.980
O -2.960 1.496 -1.459
H 1.814 3.349 -2.135
H 0.777 2.300 -2.554
O 1.581 2.422 -2.008
H -2.057 -2.215 -3.256
H -0.915 -1.326 -3.682
O -1.705 -1.321 -3.120
H -1.066 2.094 -4.025
H -0.948 1.268 -2.708
O -0.943 2.159 -3.066
H 3.041 0.864 0.228
H 2.581 1.172 -1.218
O 2.719 0.436 -0.575
H 3.143 -2.541 0.704
H 2.126 -1.535 1.011
O 2.214 -2.386 0.566
```

ORCA calculation (ωB97M-V/def2-TZVPD) on a 7-piece molecular cluster, C5H27N3O6Si overall in a non-equilibrium geometry.

Properties
HOMO-LUMO gap = 9.5718 eV
LUMO level = 0.41 eV

Structure (XYZ):
```
42
C5H27N3O6Si | OMol25 | ωB97M-V/def2-TZVPD
N -2.957 2.662 -0.281
C -3.229 1.477 0.092
N -4.547 1.008 0.017
N -2.322 0.526 0.638
C -1.378 1.041 1.627
C -0.444 -0.053 2.127
C 0.426 -0.687 1.043
C 1.369 0.324 0.340
Si 0.958 0.664 -1.459
H -1.960 2.835 -0.176
H -4.553 0.006 0.167
H -4.953 1.206 -0.892
H -1.838 0.039 -0.106
H -1.935 1.473 2.458
H -0.758 1.856 1.218
H -1.040 -0.826 2.619
H 0.205 0.376 2.891
H 1.031 -1.475 1.486
H -0.210 -1.192 0.305
H 2.382 -0.087 0.345
H 1.410 1.273 0.878
H 1.614 1.912 -1.914
H 1.367 -0.459 -2.321
H -0.502 0.852 -1.654
O 0.323 -0.552 -4.880
H 0.325 -1.059 -5.700
H 0.362 0.367 -5.171
O -0.083 -0.499 5.377
H -0.914 -0.979 5.453
H 0.025 -0.067 6.231
O 2.103 -3.662 1.652
H 1.647 -4.470 1.904
H 3.040 -3.894 1.658
O -3.322 3.395 -3.168
H -3.329 3.079 -2.252
H -3.994 4.083 -3.187
O 5.173 -3.218 1.995
H 5.320 -2.516 1.353
H 6.013 -3.314 2.452
O 3.329 -0.382 -4.660
H 2.426 -0.699 -4.801
H 3.417 -0.361 -3.703
```

ORCA calculation (ωB97M-V/def2-TZVPD) on C5H27NO10 as an isolated structure in a non-equilibrium geometry.

Properties
energy relative to the best compared isomer or geometry (same formula, charge and spin) = 3.020 eV
net charge = -2
HOMO-LUMO gap = 6.9632 eV
LUMO level = 5.22 eV

Structure (XYZ):
```
43
C5H27NO10 | OMol25 | ωB97M-V/def2-TZVPD
C 1.704 -0.713 -0.292
C 0.201 -0.959 -0.084
C -0.335 -2.387 -0.525
C -0.411 -2.685 -2.032
O 0.814 -2.831 -2.660
N -0.031 -0.751 1.314
C -0.750 0.340 1.887
O -1.442 0.348 2.837
H 2.037 -0.212 -1.249
H 2.096 -0.178 0.511
H 2.376 -1.526 -0.489
H -0.337 -0.328 -0.770
H -1.343 -2.515 -0.076
H 0.248 -3.284 -0.184
H -1.019 -2.125 -2.844
H -0.895 -3.736 -2.138
H -0.060 -1.591 2.037
H -0.567 1.328 1.521
H -1.226 3.822 2.066
H -3.168 -0.485 2.089
H -2.882 -0.755 0.443
O -3.364 -0.997 1.273
H 1.805 2.130 1.913
H 0.542 2.825 2.558
O 1.424 2.339 2.794
H 2.247 2.916 -0.269
H 2.875 1.639 0.773
O 2.904 2.607 0.495
H -1.248 -1.394 3.750
H -2.123 -2.419 3.110
O -1.443 -2.406 3.726
H -2.128 2.951 -0.086
H -0.355 2.741 -0.172
O -1.460 2.291 0.004
H 0.314 4.232 -0.563
H -1.826 3.986 1.555
O 0.667 3.388 -0.387
H 0.539 0.797 -4.605
H -0.652 0.515 -3.642
O -0.466 0.971 -4.547
H 1.414 -1.648 -3.087
H 2.929 -1.305 -3.304
O 2.137 -1.047 -3.756
```

ORCA calculation (ωB97M-V/def2-TZVPD) on a 9-piece molecular cluster, C5H28N10O9 overall in a non-equilibrium geometry.

Properties
spin multiplicity = 2
net charge = +1
expectation value of S² = 0.756
HOMO-LUMO gap (alpha / beta) = 8.6322 / 2.6743 eV
LUMO level (alpha / beta) = -3.10 / -9.06 eV

Structure (XYZ):
```
52
C5H28N10O9 | OMol25 | ωB97M-V/def2-TZVPD
C -24.553 -0.039 -8.785
O -25.308 -0.948 -8.768
N -23.249 -0.163 -9.095
N -24.784 1.170 -8.310
H -22.880 -1.103 -9.089
H -22.615 0.620 -9.150
H -24.044 1.815 -8.548
H -25.714 1.426 -8.010
C -21.223 -2.273 -6.693
O -20.993 -2.320 -7.851
N -22.287 -1.762 -6.158
N -20.404 -2.614 -5.760
H -22.262 -1.653 -5.155
H -22.804 -1.076 -6.689
H -20.638 -2.307 -4.827
H -19.502 -2.987 -6.019
C -24.907 -4.030 -11.082
O -24.729 -3.117 -11.834
N -25.319 -4.022 -9.835
N -24.446 -5.215 -11.346
H -25.601 -3.092 -9.562
H -25.024 -4.738 -9.186
H -23.838 -5.520 -12.093
H -24.817 -5.941 -10.750
C -19.917 -7.207 -5.954
O -20.156 -8.133 -5.225
N -20.084 -5.930 -5.566
N -19.366 -7.243 -7.102
H -20.089 -5.133 -6.187
H -20.463 -5.857 -4.633
H -19.473 -6.476 -7.751
H -19.448 -8.118 -7.601
C -20.982 -5.093 -9.515
O -19.862 -5.019 -9.122
N -21.722 -4.077 -9.895
N -21.641 -6.220 -9.501
H -22.451 -4.395 -10.518
H -21.591 -3.106 -9.649
H -22.622 -6.308 -9.726
H -21.361 -7.077 -9.046
O -18.045 -3.116 -8.619
H -18.517 -2.470 -9.145
H -18.439 -3.955 -8.858
O -24.429 -6.700 -8.657
H -24.341 -6.057 -7.953
H -24.940 -7.411 -8.270
O -20.591 -8.829 -8.926
H -20.055 -8.668 -9.702
H -21.411 -9.184 -9.271
O -17.619 -5.341 -11.171
H -17.662 -4.563 -11.726
H -18.290 -5.196 -10.503
```

ORCA calculation (ωB97M-V/def2-TZVPD) on a 8-piece molecular cluster, C5H28N2O8 overall in a non-equilibrium geometry.

Properties
energy relative to the best compared isomer or geometry (same formula, charge and spin) = 5.285 eV
HOMO-LUMO gap = 7.9965 eV
LUMO level = 0.14 eV

Structure (XYZ):
```
43
C5H28N2O8 | OMol25 | ωB97M-V/def2-TZVPD
C -0.146 -2.023 3.571
N 0.315 -1.068 2.624
C -0.724 -0.378 1.656
C -1.707 0.671 2.406
O -2.878 -0.074 2.786
C 0.089 0.633 0.720
N -0.931 0.906 -0.322
C -0.671 2.243 -1.063
H -0.789 -2.848 2.976
H -0.998 -1.691 4.195
H 0.712 -2.281 4.138
H 1.143 -0.451 2.841
H -1.326 -1.081 1.096
H -1.211 1.250 3.164
H -2.130 1.252 1.569
H -2.697 -0.515 3.657
H 0.431 1.513 1.231
H 1.054 0.240 0.483
H -0.995 0.076 -0.972
H -1.236 2.247 -1.942
H 0.322 2.768 -1.104
H -1.016 3.077 -0.384
H 3.207 2.481 1.426
H 3.817 1.674 2.600
O 3.083 2.102 2.283
H 1.476 0.438 -2.451
H 2.383 0.833 -3.474
O 1.967 1.190 -2.629
H -3.666 -0.284 -2.539
H -2.351 0.166 -3.162
O -3.039 -0.493 -3.188
H 3.743 2.109 -1.807
H 3.656 1.373 -0.539
O 4.234 1.997 -0.936
H 2.594 -1.524 -1.569
H 1.184 -0.975 -1.587
O 1.820 -1.404 -2.069
H -1.651 -2.464 -1.764
H -2.941 -2.109 -0.876
O -2.061 -2.488 -0.940
H -0.108 -2.887 -3.342
H -1.337 -2.169 -3.658
O -0.621 -2.033 -3.108
```

ORCA calculation (ωB97M-V/def2-TZVPD) on a 8-piece molecular cluster, C5H28N2O8 overall in a non-equilibrium geometry.

Properties
energy relative to the best compared isomer or geometry (same formula, charge and spin) = 0.755 eV
spin multiplicity = 2
net charge = +1
expectation value of S² = 0.753
HOMO-LUMO gap (alpha / beta) = 3.1946 / 7.9189 eV
LUMO level (alpha / beta) = -2.25 / -2.31 eV

Structure (XYZ):
```
43
C5H28N2O8 | OMol25 | ωB97M-V/def2-TZVPD
C 2.040 0.246 0.409
O 3.363 0.646 0.651
C 1.694 -0.999 1.274
C 0.258 -1.093 1.822
C -0.694 -0.458 0.805
C -0.803 -1.013 -0.404
N -1.603 -0.337 -1.448
N 2.728 -1.290 2.268
H 1.355 1.081 0.325
H 2.057 -0.062 -0.648
H 3.412 1.428 1.218
H 1.694 -1.860 0.523
H 0.048 -0.692 2.834
H -0.036 -2.145 2.010
H -1.222 0.405 1.165
H -0.390 -1.961 -0.668
H -1.863 -0.986 -2.253
H -1.024 0.388 -1.888
H -2.451 0.159 -1.092
H 3.696 -1.152 1.908
H 2.684 -2.178 2.773
H 2.544 -0.586 3.028
H -3.965 0.834 -1.903
H -4.568 1.267 -0.538
O -3.756 1.303 -1.089
H -4.090 1.161 -6.341
H -4.736 -0.091 -5.819
O -3.900 0.394 -5.786
H 2.259 3.583 -1.137
H 3.375 2.701 -0.572
O 2.418 2.801 -0.602
H 1.876 0.694 4.550
H 2.562 -0.279 5.566
O 2.171 -0.216 4.681
H 5.606 -1.107 0.844
H 6.129 -0.635 2.241
O 5.527 -1.237 1.793
H -6.357 0.969 0.729
H -6.374 2.517 0.858
O -6.081 1.786 0.302
H -1.548 -2.076 -3.939
H -2.303 -0.774 -4.566
O -1.729 -1.133 -3.884
```